1.
{"formula": "C2H4NP", "method": "ωB97M-V/def2-TZVPD", "species": ["H", "N", "P", "H", "C", "H", "C", "H"], "xyz": [[-1.727, 0.067, 0.490], [1.612, -0.328, -0.468], [-1.146, -1.048, 0.181], [-1.711, -1.050, -1.233], [0.275, -0.014, -0.093], [-0.739, 1.825, -1.085], [1.453, 0.158, 0.676], [1.982, 0.391, 1.534]], "mulliken_charge": [0.0672, -0.3993, -0.1006, 0.0712, 0.1864, -0.0077, -0.1645, 0.3474], "spin_multiplicity": 1, "de_lowest_kj_mol": 602.75, "e_tot_ha": -474.4441}

***

2.
{"formula": "C22H53F6N4O11P2S", "method": "ωB97M-V/def2-TZVPD", "species": ["N", "C", "O", "S", "O", "C", "H", "H", "C", "P", "H", "O", "O", "F", "H", "C", "H", "O", "C", "C", "H", "H", "O", "H", "C", "C", "N", "F", "H", "F", "C", "H", "H", "C", "H", "H", "C", "C", "C", "C", "H", "H", "C", "H", "H", "H", "N", "N", "H", "H", "H", "H", "H", "C", "H", "O", "H", "O", "H", "F", "H", "H", "H", "H", "H", "O", "C", "H", "F", "H", "C", "H", "H", "H", "O", "H", "H", "H", "H", "C", "H", "O", "H", "H", "F", "H", "C", "H", "C", "P", "C", "H", "H", "H", "H", "H", "H", "H", "H"], "xyz": [[-0.316, 2.853, 2.618], [-0.613, 5.493, 0.417], [-5.450, -0.645, -5.247], [0.427, 2.127, -0.568], [-4.895, 2.446, 5.451], [-2.565, 1.037, 0.558], [9.664, -4.019, -1.676], [1.649, 2.437, -0.113], [0.074, -1.142, 1.748], [0.664, 1.517, 2.394], [-1.042, 2.728, 3.321], [1.117, -1.842, -0.340], [-4.985, 5.853, -0.228], [6.299, -3.050, 2.750], [-1.676, -0.048, 3.577], [0.138, 0.398, -0.109], [5.682, -0.611, -0.905], [4.422, 0.267, -3.755], [5.960, -1.917, 0.696], [5.833, -1.923, 2.232], [-0.019, 4.807, -0.177], [-4.028, 0.534, 3.901], [8.127, -3.426, -2.945], [-1.344, -2.003, -2.370], [-4.761, 5.651, -1.622], [9.278, -3.119, -2.160], [-3.843, 1.338, 0.707], [7.282, -1.777, 0.434], [-3.507, 1.170, -4.473], [1.502, -0.300, -1.843], [-1.752, 0.532, 1.516], [5.166, 0.577, -4.276], [1.086, -1.084, 2.143], [2.733, -0.107, 0.082], [-5.385, 1.350, 2.104], [7.460, -3.780, -2.351], [-3.021, 0.553, -3.719], [3.840, -0.838, -4.449], [-4.348, 1.139, 1.911], [0.109, -2.142, 0.616], [-6.782, 1.658, 5.489], [2.748, -0.023, 1.163], [-5.048, -0.962, -6.579], [-5.490, -1.907, -6.903], [9.033, -2.370, -1.404], [-0.940, -5.921, 2.376], [-0.328, 0.225, 1.305], [-1.238, -2.833, -1.790], [-5.304, 6.423, -2.161], [2.998, -1.194, -3.860], [0.267, 1.412, 4.535], [-5.400, -0.166, -7.231], [3.482, -0.532, -5.435], [-2.277, 0.342, 2.773], [-5.138, -1.354, -4.680], [-2.134, -3.769, 0.583], [-1.473, -5.230, 3.920], [-2.092, -0.347, -4.331], [4.567, -1.646, -4.557], [6.499, -0.885, 2.728], [0.586, -4.152, 3.975], [-0.122, 5.662, 1.378], [-0.717, 6.441, -0.114], [-2.510, 1.193, -2.990], [5.262, 0.093, 0.637], [0.661, 0.834, 3.866], [-6.246, 2.501, 5.918], [-3.959, -1.026, -6.647], [4.542, -1.795, 2.616], [10.041, -2.718, -2.822], [5.181, -0.810, 0.039], [-0.653, 0.072, -0.775], [-3.055, -3.833, 0.308], [-0.533, -1.560, 2.542], [-1.881, 4.863, 0.611], [0.391, -3.085, 1.091], [3.490, -2.049, 0.395], [3.119, 0.794, -0.381], [-0.745, 3.194, 1.757], [3.738, -1.225, -0.266], [-0.099, -6.366, 3.874], [0.292, -4.467, 3.116], [-1.993, -3.444, -2.092], [-4.429, 3.193, 5.835], [5.614, -3.128, 0.213], [-6.280, 2.427, 7.007], [-3.575, 0.667, 2.932], [-6.726, 3.428, 5.600], [1.378, -0.487, -0.499], [-1.577, -2.417, -0.161], [-0.606, -5.558, 3.344], [-2.420, 5.459, 1.140], [-1.431, 0.184, -4.782], [3.606, -1.597, -1.272], [-3.775, -0.036, -3.207], [-3.697, 5.730, -1.858], [-4.505, 5.165, 0.239], [-2.150, 1.225, -0.423], [-5.131, 4.671, -1.934]], "mulliken_charge": [-0.4449, -0.6266, -0.4822, -0.3470, -0.4371, -0.2567, 0.2499, 0.2759, -1.4835, 0.4155, 0.3222, -0.4287, -0.4931, -0.2553, 0.5402, -0.6711, 0.4663, -0.4782, 0.9057, 0.4471, 0.1479, 0.4771, -0.4998, 0.2209, -0.4706, -0.4418, -0.5513, -0.3211, 0.3681, -0.4071, 1.2259, 0.2843, 0.4092, -0.9268, 0.4613, 0.2910, -0.5082, -0.4975, -0.7674, -0.2968, 0.2196, 0.0828, -0.5390, 0.2936, 0.1522, 0.2158, 0.5532, -0.5910, 0.2561, 0.1253, 0.3559, 0.2265, 0.3156, -0.7552, 0.2785, -0.3633, 0.2756, -0.5250, 0.2800, -0.2636, 0.2534, 0.3129, 0.3486, 0.2534, 0.4677, -0.4887, -0.5658, 0.2250, -0.1812, 0.2615, -1.3606, 0.8848, 0.3710, 0.7753, -0.4197, 0.8589, 0.2895, 0.4794, 0.1192, -0.3933, 0.3019, -0.3908, 0.2975, 0.2592, -0.3247, 0.2819, -0.7149, 0.2755, 0.7622, -0.0049, -0.6269, 0.2693, 0.2824, 0.5171, 0.1624, 0.2024, 0.2729, 0.4458, 0.2315], "charge": 1, "spin_multiplicity": 1, "e_tot_ha": -3596.5035}